1.
{"formula": "C4H3NOS2", "method": "the ωB97M-V functional and the def2-TZVPD basis", "e_above_lowest_kj_mol": 324.6, "homo_lumo_gap_ev": 6.99, "e_homo_ev": -8.67, "total_charge": 0, "e_lumo_ev": -1.687, "species": ["C", "C", "C", "C", "H", "H", "H", "N", "O", "S", "S"], "coordinates": [[-0.63917, -0.32056, -1.40888], [0.09958, -0.21675, -0.30992], [0.67710, 0.74511, 1.73584], [0.59375, 1.12304, 0.27093], [-0.98266, -2.62654, -0.99365], [-0.87531, 0.66476, -1.97768], [0.87584, 1.29847, 2.57852], [0.51595, -0.50118, 1.90569], [0.18118, -1.08591, 0.77939], [-1.28237, -1.74863, -2.09177], [0.83611, 2.66819, -0.48846]], "forces_ev_per_a": [[-0.30, 1.26, -1.25], [1.06, 3.75, 2.97], [0.24, 0.15, -3.23], [-0.83, 1.07, -0.53], [-0.33, 1.22, -1.50], [0.84, -1.89, 0.90], [0.61, 1.57, 1.42], [-0.11, 0.36, 1.34], [-0.64, -2.65, -3.06], [-0.06, -1.47, 1.39], [-0.49, -3.37, 1.56]], "lowdin_charge": [-0.498, -0.345, -0.120, -0.588, -0.043, 0.115, 0.090, 0.059, -0.068, 0.805, 0.592]}

=====

2.
{"formula": "C39H30N2O8P2S", "method": "the ωB97M-V functional and the def2-TZVPD basis", "e_above_lowest_kj_mol": 594.3, "homo_lumo_gap_ev": 6.99, "e_homo_ev": -8.83, "total_charge": 0, "e_lumo_ev": -1.843, "species": ["C", "C", "O", "C", "C", "C", "C", "S", "C", "P", "P", "O", "O", "O", "C", "N", "C", "C", "N", "C", "H", "H", "H", "H", "H", "H", "H", "H", "H", "H", "H", "H", "H", "H", "C", "C", "C", "C", "C", "C", "C", "O", "C", "C", "C", "C", "C", "C", "C", "O", "H", "H", "H", "H", "H", "H", "H", "H", "C", "C", "C", "C", "C", "C", "C", "O", "C", "C", "C", "C", "C", "C", "C", "O", "H", "H", "H", "H", "H", "H", "H", "H"], "coordinates": [[2.58440, 2.33181, 1.10133], [1.18882, 2.19001, 1.87691], [0.05060, 2.77269, 1.20166], [-0.30235, 2.05980, -0.00230], [-1.17546, 0.73165, 0.24416], [-0.35536, -0.57362, 0.54678], [-1.10174, -1.92634, 0.79298], [-0.11159, -3.45705, 1.20493], [-2.64635, -1.93073, 0.68502], [-3.49951, -3.63118, 0.94435], [-3.33996, -4.65034, -0.97482], [-4.17409, -5.94766, -0.86106], [-3.85265, -3.63145, -2.24055], [-1.66931, -4.97492, -1.27016], [-3.52201, -0.63864, 0.38203], [-4.94848, -0.82021, 0.35645], [-5.55843, 0.43138, 0.05098], [-4.83520, 1.78833, -0.18245], [-3.41911, 1.92471, -0.15370], [-2.75694, 0.68664, 0.15779], [3.49326, 2.04505, 1.76064], [2.63689, 1.60118, 0.20217], [2.79619, 3.37044, 0.67526], [1.03479, 1.09264, 2.19805], [1.30843, 2.77578, 2.86949], [-0.96901, 2.77454, -0.62404], [0.57683, 1.77202, -0.67168], [0.79148, -0.49714, 0.58293], [-0.40488, -3.63521, 2.57097], [-4.88150, -3.33616, 1.17428], [-3.37331, -2.77268, -2.25139], [-1.26467, -4.06771, -1.34016], [-6.71152, 0.44039, -0.00510], [-5.45919, 2.71734, -0.39009], [-2.29900, 1.33352, -4.31980], [-2.71528, 2.08089, -3.21959], [-2.87646, 3.45721, -3.33364], [-2.60996, 4.09335, -4.54675], [-2.16982, 3.34837, -5.64115], [-2.02574, 1.96445, -5.52860], [-1.83622, 4.01725, -6.91937], [-1.45504, 3.36652, -7.87715], [-1.96441, 5.48890, -7.01331], [-1.59902, 6.13976, -8.19287], [-1.72863, 7.52104, -8.29479], [-2.23190, 8.25596, -7.22345], [-2.59179, 7.61200, -6.04472], [-2.44948, 6.22772, -5.93416], [-2.80179, 5.55646, -4.66311], [-3.23836, 6.19938, -3.72321], [-2.18211, 0.25773, -4.23271], [-2.91625, 1.58978, -2.27313], [-3.20602, 4.03325, -2.47414], [-1.69659, 1.37759, -6.38041], [-1.20914, 5.57310, -9.03277], [-1.43900, 8.02559, -9.21115], [-2.33956, 9.33287, -7.30612], [-2.97876, 8.19069, -5.21180], [5.70168, -2.47146, 8.41757], [5.41624, -3.73159, 8.93890], [4.96334, -4.74550, 8.10175], [4.78280, -4.49826, 6.74042], [5.04539, -3.22959, 6.22289], [5.51654, -2.21905, 7.06272], [4.81099, -2.94014, 4.78983], [5.04365, -1.83250, 4.33593], [4.28164, -4.01349, 3.91881], [4.00136, -3.73988, 2.57916], [3.51607, -4.74562, 1.74961], [3.31774, -6.02995, 2.25212], [3.59059, -6.30529, 3.58776], [4.06409, -5.29448, 4.42617], [4.31746, -5.58881, 5.85433], [4.14020, -6.71128, 6.29628], [6.06384, -1.68324, 9.07000], [5.54904, -3.92410, 9.99875], [4.74758, -5.72672, 8.51292], [5.73549, -1.23371, 6.66354], [4.15643, -2.74226, 2.18004], [3.29384, -4.52904, 0.70945], [2.94577, -6.81615, 1.60268], [3.42950, -7.30667, 3.97465]], "forces_ev_per_a": [[0.43, -0.73, -0.72], [1.43, 0.40, 1.39], [0.87, -1.57, -0.72], [-1.80, -0.10, -1.05], [0.58, -3.66, 0.66], [-3.89, 1.30, -0.47], [-2.61, 3.02, -0.36], [-0.89, 1.28, 0.68], [1.75, 1.36, -0.42], [1.26, 0.96, 1.05], [-1.33, -2.92, -1.69], [2.53, 3.89, -0.58], [1.31, -0.93, 1.65], [-2.79, 2.21, 0.40], [2.15, -0.80, 0.35], [1.85, 5.69, -1.34], [1.32, -0.40, 0.39], [2.18, -2.23, 0.49], [-3.58, -3.50, 1.02], [0.78, -0.38, 0.18], [-1.73, 0.45, -0.81], [-0.12, 1.15, 1.40], [-0.60, -1.30, 0.76], [0.00, 1.58, -0.71], [-0.45, -0.86, -1.68], [1.14, -1.10, 1.14], [-0.95, 0.39, 1.17], [-2.07, -0.29, -0.05], [0.03, 0.49, -1.45], [0.50, 0.10, -0.93], [-0.40, -0.72, 0.14], [-0.11, -1.23, 0.05], [2.12, -0.11, 0.12], [1.03, -1.43, 0.26], [0.03, 0.24, -0.16], [0.03, 0.06, -0.19], [-0.01, -0.24, 0.12], [0.04, -0.38, 0.12], [-0.06, -0.27, 0.29], [-0.01, -0.19, 0.17], [0.31, -0.53, -0.78], [-0.10, 0.18, 0.27], [0.03, 0.39, -0.13], [0.01, 0.25, -0.10], [-0.03, -0.21, 0.11], [-0.02, -0.18, 0.13], [0.05, 0.17, -0.17], [0.06, 0.28, -0.27], [-0.36, 0.55, 0.79], [0.12, -0.20, -0.28], [-0.01, 0.11, -0.03], [0.07, 0.15, -0.33], [0.05, 0.04, -0.19], [-0.02, 0.24, 0.03], [-0.09, -0.07, 0.21], [-0.03, -0.07, 0.10], [0.01, -0.12, 0.02], [0.05, -0.23, -0.02], [-0.06, -0.05, -0.19], [-0.05, -0.08, -0.21], [0.08, 0.12, 0.22], [0.10, 0.23, 0.30], [0.09, 0.03, 0.37], [0.04, 0.02, 0.24], [0.20, 0.88, -0.34], [-0.08, -0.28, 0.11], [-0.16, -0.19, -0.32], [-0.09, -0.13, -0.21], [0.08, 0.09, 0.20], [0.05, 0.05, 0.19], [-0.08, -0.01, -0.22], [-0.10, -0.05, -0.38], [-0.15, -0.95, 0.39], [0.05, 0.34, -0.14], [-0.04, -0.08, -0.08], [-0.01, 0.01, -0.12], [0.00, 0.08, -0.22], [-0.09, -0.19, -0.10], [0.05, -0.10, 0.21], [0.03, -0.01, 0.12], [0.04, 0.08, 0.08], [0.07, 0.20, 0.10]], "lowdin_charge": [-0.103, -0.260, -0.165, -0.187, -0.031, -0.020, -0.551, 0.664, -0.374, 0.807, 0.422, -0.380, -0.226, -0.250, -0.184, 0.064, -0.062, -0.053, 0.062, -0.129, 0.089, 0.067, 0.084, 0.111, 0.132, 0.126, 0.122, 0.102, -0.081, -0.069, 0.057, 0.033, 0.115, 0.114, -0.051, -0.062, 0.006, -0.082, -0.084, 0.005, -0.280, 0.103, -0.085, 0.003, -0.057, -0.057, 0.003, -0.085, -0.279, 0.102, 0.104, 0.062, 0.118, 0.122, 0.121, 0.108, 0.108, 0.121, -0.057, -0.057, 0.003, -0.085, -0.085, 0.002, -0.281, 0.099, -0.085, 0.000, -0.073, -0.055, 0.005, -0.084, -0.280, 0.104, 0.108, 0.108, 0.122, 0.121, 0.120, 0.104, 0.110, 0.122]}

=====

3.
{"formula": "C22H34N2O4P2ReS", "method": "the ωB97M-V functional and the def2-TZVPD basis", "multiplicity": 4, "homo_lumo_gap_ev": [6.96, 6.85], "e_homo_ev": [-6.69, -8.42], "total_charge": 0, "e_lumo_ev": [0.273, -1.571], "species": ["Re", "P", "P", "N", "H", "C", "H", "H", "H", "C", "H", "H", "H", "C", "H", "H", "H", "C", "H", "H", "H", "C", "H", "H", "H", "C", "H", "H", "H", "C", "C", "C", "C", "C", "C", "H", "H", "H", "H", "H", "C", "O", "C", "H", "H", "H", "C", "H", "H", "H", "O", "S", "O", "N", "C", "O", "C", "C", "C", "C", "C", "C", "H", "H", "H", "H"], "coordinates": [[0.09308, 0.70455, -1.39369], [-1.22833, 0.05368, -3.14084], [1.27397, 1.22160, 0.49865], [0.10787, 2.37713, -1.93009], [-1.20303, -0.27675, -0.48728], [-3.03966, 0.02598, -2.85635], [-3.55587, -0.38885, -3.73370], [-3.38725, 1.05309, -2.68068], [-3.27153, -0.57738, -1.97126], [-0.90500, -1.55832, -3.94718], [-1.45652, -1.61221, -4.89586], [-1.21104, -2.38855, -3.29837], [0.16999, -1.64599, -4.14899], [-1.12218, 1.17545, -4.59286], [-1.67060, 0.73677, -5.43705], [-0.07159, 1.31193, -4.87870], [-1.55368, 2.15364, -4.34390], [0.34987, 1.63660, 2.00814], [1.05688, 1.80140, 2.83212], [-0.31977, 0.79541, 2.26572], [-0.24245, 2.54262, 1.82998], [2.49961, -0.00689, 1.03579], [2.97530, 0.31816, 1.97178], [3.25421, -0.12569, 0.24796], [2.00005, -0.97450, 1.20919], [2.31275, 2.72912, 0.33249], [2.86274, 2.89967, 1.26798], [1.67770, 3.59987, 0.12350], [3.02663, 2.60179, -0.49045], [0.24558, 3.62188, -2.41250], [-0.61594, 5.87175, -2.75966], [-0.77412, 4.60575, -2.22003], [1.42019, 3.97206, -3.14526], [1.55461, 5.24750, -3.67065], [0.54060, 6.19699, -3.48412], [-1.40237, 6.61262, -2.61372], [-1.65388, 4.30432, -1.64571], [2.18120, 3.19582, -3.26869], [2.45729, 5.49617, -4.22862], [0.65331, 7.19760, -3.90531], [-0.52882, -2.24205, -0.46065], [0.37538, -1.45082, -0.85196], [-1.92173, -2.01424, -0.01809], [-2.20569, -2.85014, 0.63683], [-2.61568, -2.01958, -0.87393], [-2.06248, -1.12733, 0.61931], [-0.13255, -3.69845, -0.50420], [-0.41386, -4.19069, 0.43337], [0.94316, -3.82919, -0.65290], [-0.67272, -4.19980, -1.32326], [3.02929, -3.24295, 2.99614], [1.64223, -3.60621, 2.84953], [1.32775, -4.89813, 2.28787], [0.77150, -2.40238, 2.16110], [-0.17124, -1.84925, 2.95916], [-0.98069, -0.95266, 2.61580], [-0.14025, -2.44387, 4.31769], [-0.91875, -2.10908, 5.42998], [-0.70566, -2.79975, 6.62367], [0.26120, -3.82217, 6.69663], [1.03232, -4.15465, 5.57155], [0.81002, -3.43674, 4.39991], [-1.65916, -1.31729, 5.32250], [-1.29059, -2.54882, 7.50858], [0.41256, -4.35910, 7.63275], [1.78582, -4.94043, 5.58086]], "forces_ev_per_a": [[-1.24, -4.43, 1.96], [-1.80, -0.38, -2.70], [2.09, 1.23, 2.92], [0.13, 2.35, -0.89], [0.78, 3.43, -1.17], [-0.04, -0.04, -0.01], [0.11, 0.14, 0.20], [0.11, -0.27, -0.01], [0.00, 0.27, -0.30], [0.04, -0.11, 0.09], [0.11, -0.03, 0.28], [0.11, 0.15, -0.15], [-0.25, -0.04, 0.05], [-0.07, -0.10, -0.09], [0.09, 0.17, 0.15], [-0.25, 0.02, 0.08], [0.19, -0.22, -0.03], [-0.43, -0.24, 0.05], [-0.12, 0.04, -0.22], [0.33, 0.47, -0.10], [0.14, -0.15, 0.05], [-0.11, -0.33, -0.07], [-0.08, -0.04, -0.28], [-0.10, 0.03, 0.20], [0.22, 0.36, -0.04], [-0.01, 0.03, -0.11], [-0.12, -0.07, -0.22], [0.17, -0.21, 0.00], [-0.14, 0.09, 0.16], [-0.17, 0.45, -0.12], [0.15, -0.12, -0.03], [0.42, -0.45, -0.06], [-0.38, -0.14, 0.20], [-0.20, -0.12, 0.15], [0.01, 0.15, -0.05], [0.24, -0.13, -0.07], [0.23, 0.24, -0.21], [-0.20, 0.36, -0.02], [-0.25, 0.03, 0.12], [-0.04, -0.31, 0.14], [2.89, -1.16, -0.59], [-1.54, -0.53, 0.05], [-0.94, -0.02, 0.97], [0.12, -0.02, -0.35], [0.33, 0.05, 0.26], [0.07, -0.31, -0.41], [0.02, -0.12, 0.16], [0.07, 0.07, -0.22], [-0.26, 0.19, 0.00], [0.00, 0.16, 0.14], [-0.14, -0.13, -0.26], [-1.10, 1.07, 0.52], [0.16, 0.17, -0.22], [-0.24, -0.05, -0.58], [0.05, 0.25, -0.94], [0.73, -1.13, 0.43], [-0.32, -0.05, 0.96], [0.25, -0.12, -0.30], [0.24, -0.21, -0.14], [0.01, 0.15, -0.40], [-0.31, 0.29, 0.06], [0.20, -0.64, 1.13], [0.14, -0.19, 0.15], [0.15, -0.09, -0.22], [-0.05, 0.14, -0.22], [-0.19, 0.15, 0.18]], "lowdin_charge": [1.002, 0.634, 0.648, -0.272, 0.018, -0.243, 0.056, 0.054, 0.013, -0.244, 0.051, 0.036, 0.054, -0.262, 0.046, 0.048, 0.044, -0.239, 0.059, 0.012, 0.050, -0.248, 0.063, 0.053, 0.003, -0.265, 0.051, 0.039, 0.042, -0.412, -0.103, -0.047, -0.053, -0.100, -0.106, 0.102, 0.105, 0.104, 0.102, 0.097, -0.459, -0.228, -0.084, 0.106, 0.084, 0.067, -0.023, 0.076, 0.098, 0.096, -0.308, 0.627, -0.317, -0.078, -0.491, -0.049, -0.143, -0.005, -0.074, -0.069, -0.033, -0.226, 0.117, 0.101, 0.102, 0.120]}

=====

4.
{"formula": "C4H7NO2", "method": "the ωB97M-V functional and the def2-TZVPD basis", "e_above_lowest_kj_mol": 197.5, "homo_lumo_gap_ev": 10.58, "e_homo_ev": -9.76, "total_charge": 0, "e_lumo_ev": 0.821, "species": ["C", "N", "C", "O", "C", "O", "C", "H", "H", "H", "H", "H", "H", "H"], "coordinates": [[0.34823, 1.87630, 0.62367], [0.32427, 0.44690, 0.45163], [0.29264, -0.45931, 1.36169], [0.34646, -1.64091, 0.86236], [0.46547, -0.96571, -0.72516], [1.51833, -1.09984, -1.25848], [-0.90581, -1.12404, -1.31825], [0.35040, 2.14113, 1.68888], [1.24884, 2.29218, 0.16170], [-0.52475, 2.34114, 0.15240], [0.21945, -0.30123, 2.44166], [-0.99484, -2.14709, -1.69486], [-0.99714, -0.42938, -2.15819], [-1.69156, -0.93013, -0.58905]], "forces_ev_per_a": [[0.00, 0.17, 0.03], [0.02, -0.20, 0.28], [-0.02, 0.20, -0.08], [0.02, 0.03, 0.01], [0.32, -0.13, -0.50], [-0.52, 0.09, 0.34], [-0.03, 0.00, -0.01], [0.00, -0.03, -0.15], [-0.12, -0.04, 0.06], [0.13, -0.09, 0.06], [0.01, 0.00, -0.13], [0.03, 0.14, 0.05], [0.03, -0.10, 0.11], [0.12, -0.03, -0.07]], "lowdin_charge": [-0.067, -0.017, -0.267, 0.020, -0.456, 0.108, 0.001, 0.084, 0.086, 0.082, 0.152, 0.096, 0.094, 0.085]}

=====

5.
{"formula": "C6H8N2", "method": "the ωB97M-V functional and the def2-TZVPD basis", "e_above_lowest_kj_mol": 527.6, "homo_lumo_gap_ev": 10.36, "e_homo_ev": -9.61, "total_charge": 0, "e_lumo_ev": 0.751, "species": ["C", "C", "C", "C", "C", "C", "H", "H", "H", "H", "H", "H", "H", "H", "N", "N"], "coordinates": [[-2.20664, -0.24563, -0.29614], [-0.83598, 0.07878, 0.39931], [0.04619, -1.02391, 0.93752], [1.07922, -0.89361, -0.47282], [1.27514, 0.54951, -0.92115], [-0.67837, 1.41201, 0.79870], [0.47938, -1.02092, 1.80681], [-0.49922, -1.98090, 1.10545], [2.05711, -1.58278, -0.41815], [0.33896, -1.05854, -1.43866], [1.21891, 0.65311, -2.11695], [2.08774, 0.97249, -0.39009], [-1.10303, 2.30148, 0.76992], [0.16179, 1.23448, 1.53864], [-3.25657, -0.30824, -0.80040], [-0.16465, 0.91269, -0.50200]], "forces_ev_per_a": [[-0.31, -0.16, 0.67], [-4.04, -3.33, -2.10], [-1.54, -1.09, -7.46], [-0.30, -3.48, -1.31], [-3.28, -1.09, -0.04], [6.66, -1.75, 1.50], [2.91, 1.64, 4.85], [0.23, 0.33, -1.38], [-2.37, 1.39, -0.40], [1.75, -1.53, 2.74], [0.84, -0.05, 3.00], [0.56, 1.37, 0.20], [-2.87, 3.41, 0.17], [-0.99, 1.57, -0.11], [1.96, -0.05, 0.86], [0.79, 2.82, -1.21]], "lowdin_charge": [-0.098, -0.517, -0.014, -0.131, -0.161, -0.020, 0.029, 0.122, 0.128, 0.148, 0.158, 0.083, 0.073, 0.144, 0.122, -0.067]}